Record 1
This record from the OMol25 dataset describes C4H3BrClNS as an isolated structure. The level of theory is ωB97M-V/def2-TZVPD.

```
! wB97M-V def2-TZVPD RIJCOSX def2/J DEFGRID3
* xyz 0 1
C 1.46059 -1.29913 -0.68015
C 0.74279 -0.14595 -0.61404
C -0.10839 -0.20775 0.47768
C -1.15697 1.15177 0.62412
N -0.10131 -1.21080 1.28621
S 1.01734 -2.24625 0.71812
Cl 0.79969 1.12474 -1.83768
Br -2.82343 0.83140 -0.22167
H 2.19748 -1.41169 -1.47301
H -0.60954 1.99621 0.02576
H -1.41825 1.41747 1.69465
*
```

The frontier orbital gap comes out at 10.169 eV. Its HOMO energy is -0.3599 Ha. For the LUMO energy, the calculation gives 0.376 eV. The value obtained for the energy above the lowest of the compared OMol25 structures with the same formula, charge and spin is 2.4 kcal per mole.

Charge distribution, Mulliken scheme, values in e: C -0.32; C 0.25; C 0.41; C -0.60; N -0.50; S 0.04; Cl -0.19; Br -0.10; H 0.38; H 0.29; H 0.33

***

Record 2
This record from the OMol25 dataset describes one molecule with the formula C4H9NO2. The level of theory is ωB97M-V/def2-TZVPD.

```
! wB97M-V def2-TZVPD RIJCOSX def2/J DEFGRID3
* xyz 0 1
O -2.23181 0.06013 -1.20997
C -2.08666 0.40483 -0.02562
C -0.87818 0.90676 0.78739
C 0.44082 1.20230 0.06191
N 1.22112 -0.16669 0.16453
C 0.68129 -1.18855 -0.67764
O 1.35966 -2.44020 -0.36463
H -2.73887 0.08219 0.72950
H -0.74047 0.28118 1.65656
H -1.35731 1.87483 1.30098
H 1.03994 1.87637 0.73342
H 0.47382 1.55161 -0.94904
H 2.11752 0.15380 -0.12171
H 0.81388 -0.80480 -1.72636
H -0.28477 -1.63051 -0.33099
H 2.17001 -2.16325 -0.02835
*
```

The frontier orbital gap comes out at 10.314 eV. Its HOMO energy is -0.3487 Ha. Its SMILES is O=CCCNCO. For the LUMO energy, the calculation gives 0.825 eV. The value obtained for the energy above the lowest of the compared OMol25 structures with the same formula, charge and spin is 81.5 kcal per mole.

Charge distribution, Mulliken scheme, values in e: O -0.49; C -0.03; C -0.64; C -0.56; N -0.55; C -0.08; O -0.51; H 0.37; H 0.41; H 0.36; H 0.33; H 0.40; H 0.26; H 0.29; H 0.17; H 0.28

***

Record 3
This record from the OMol25 dataset describes a 2-piece molecular cluster, C2H5FIN overall. The level of theory is ωB97M-V/def2-TZVPD.

```
! wB97M-V def2-TZVPD RIJCOSX def2/J DEFGRID3
* xyz 0 3
C 0.04995 0.24210 -1.06156
C 0.86101 -0.05316 0.16776
N 0.40278 0.23785 1.38173
F 0.65019 -2.09323 0.37549
I 2.97834 -0.05582 -0.11243
H 0.46599 -0.20872 -1.87790
H -0.93047 -0.10827 -0.79995
H -0.00592 1.22375 -1.44623
H 0.77668 -0.35618 2.22432
H -0.66569 0.33314 1.36703
*
```

The frontier orbital gap (spin up / spin down) comes out at 6.917 / 5.543 eV. Its HOMO energy (spin up / spin down) is -0.2292 / -0.3435 Ha. For the LUMO energy (spin up / spin down), the calculation gives 0.680 / -3.804 eV. The value obtained for the energy above the lowest of the compared OMol25 structures with the same formula, charge and spin is 26.5 kcal per mole.

Charge distribution, Mulliken scheme, values in e: C -1.34; C 0.32; N -0.45; F -0.18; I 0.01; H 0.41; H 0.35; H 0.34; H 0.27; H 0.27

***

Record 4
This record from the OMol25 dataset describes C3F13K3N2O17S7 as an isolated structure. The level of theory is ωB97M-V/def2-TZVPD.

```
! wB97M-V def2-TZVPD RIJCOSX def2/J DEFGRID3
* xyz -2 1
K 6.73093 6.64135 4.83320
K 10.63448 0.38959 2.86531
K 5.67729 2.61882 4.44827
N 7.74512 -1.49547 1.15902
S 7.14935 -0.00509 1.36795
O 6.92109 0.37227 2.72176
O 6.22671 0.46068 0.39862
F 8.52032 0.72777 1.02260
S 6.48153 -2.43219 1.52669
O 5.43650 -2.38144 0.55738
O 6.13129 -2.49930 2.89477
F 7.18317 -3.84100 1.26429
N 8.02298 4.18731 4.42189
S 8.82009 4.08421 2.93786
O 9.36555 2.83697 2.56052
O 9.44262 5.27413 2.48970
F 7.42925 4.07565 2.11771
S 9.07871 3.34157 5.26734
O 10.46387 3.64771 5.11726
O 8.73312 1.98934 5.54437
F 8.72997 4.03790 6.66944
C 7.60415 -1.17949 6.58840
F 8.91152 -0.93527 6.35600
F 6.96670 -0.01254 6.74639
F 7.10675 -1.75895 5.49478
S 7.43138 -2.28309 8.08054
O 7.60076 -1.36671 9.18666
O 6.08389 -2.79284 7.91100
O 8.50023 -3.24055 7.90542
C 5.81017 3.38743 8.87777
F 5.51621 3.62299 10.17132
F 6.97846 4.00360 8.64790
F 5.93019 2.09148 8.67411
S 4.48878 4.18037 7.84502
O 5.11079 4.36078 6.52523
O 3.36046 3.28657 7.82735
O 4.30141 5.44125 8.52819
C 14.16530 3.60460 0.57001
F 15.09070 2.76972 1.08073
F 14.17569 4.70607 1.33055
F 14.56376 3.95835 -0.65660
S 12.49335 2.81389 0.52227
O 12.22428 2.51560 1.91709
O 11.68602 3.86031 -0.04957
O 12.71406 1.65987 -0.32092
*
```

The frontier orbital gap comes out at 5.564 eV. Its HOMO energy is -0.1458 Ha. For the LUMO energy, the calculation gives 1.598 eV.

Charge distribution, Mulliken scheme, values in e: K 0.90; K 0.94; K 0.98; N -0.37; S 0.92; O -0.36; O -0.59; F -0.23; S 1.03; O -0.61; O -0.46; F -0.28; N -0.18; S 0.72; O -0.09; O -0.64; F -0.32; S 0.91; O -0.60; O -0.41; F -0.32; C 0.51; F -0.23; F -0.16; F -0.21; S 1.15; O -0.66; O -0.68; O -0.67; C 0.65; F -0.25; F -0.22; F -0.18; S 1.08; O -0.68; O -0.66; O -0.71; C 0.49; F -0.24; F -0.23; F -0.23; S 1.27; O -0.67; O -0.67; O -0.72

***

Record 5
This record from the OMol25 dataset describes one molecule with the formula C2H5N3S2. The level of theory is ωB97M-V/def2-TZVPD.

```
! wB97M-V def2-TZVPD RIJCOSX def2/J DEFGRID3
* xyz 0 1
N -1.50730 -0.86758 0.71677
N -1.15362 0.36642 0.13064
C 0.08395 0.57016 -0.14609
N 0.43947 1.81413 -0.62818
C 1.24491 -0.36896 0.03552
S 2.69452 0.12999 0.58721
S 1.04642 -2.01622 -0.51248
H -0.98951 -1.03684 1.56547
H -2.48038 -0.78472 0.98676
H 1.26456 1.87780 -1.22246
H -0.34581 2.33145 -0.93382
H -0.29721 -2.01563 -0.57933
*
```

The frontier orbital gap comes out at 7.836 eV. Its HOMO energy is -0.3170 Ha. Its SMILES is N/N=C(/N)C(=S)S. For the LUMO energy, the calculation gives -0.791 eV. The value obtained for the energy above the lowest of the compared OMol25 structures with the same formula, charge and spin is 50.8 kcal per mole.

Charge distribution, Mulliken scheme, values in e: N -0.49; N -0.43; C 0.52; N -0.45; C -0.01; S -0.21; S -0.16; H 0.22; H 0.26; H 0.23; H 0.26; H 0.25

***

Record 6
This record from the OMol25 dataset describes C19H31BF4N9O4Ti as an isolated structure. The level of theory is ωB97M-V/def2-TZVPD.

```
! wB97M-V def2-TZVPD RIJCOSX def2/J DEFGRID3
* xyz 3 1
Ti 0.27516 -0.17680 0.24837
C -1.77654 -1.53390 3.26177
O -0.56414 -1.63650 2.51047
C -0.34764 -2.98570 2.11027
C 1.02506 -3.06300 1.45297
O 1.09076 -2.28940 0.23937
C 0.99366 -3.07100 -0.97183
C -0.32494 -2.82170 -1.70543
O -0.34094 -1.49830 -2.23373
C -0.01214 -1.46750 -3.62513
H -1.71644 -2.15440 4.16197
H -2.63784 -1.84990 2.66767
H -1.90814 -0.49460 3.55137
H -1.13634 -3.30860 1.41167
H -0.36994 -3.64290 2.99357
H 1.28556 -4.10820 1.25797
H 1.77156 -2.65330 2.14307
H 1.10856 -4.13580 -0.74653
H 1.83066 -2.75910 -1.61133
H -1.17064 -2.91010 -1.01493
H -0.44504 -3.56520 -2.49993
H -0.75534 -2.02630 -4.20263
H 0.97646 -1.89130 -3.82593
H -0.03144 -0.42800 -3.94173
N 2.27846 0.81620 3.88697
C 3.31776 0.01550 3.54257
C 3.00266 -0.51320 2.32107
N 1.78606 -0.04990 1.90777
C 1.37086 0.75500 2.89117
C 0.08536 1.37080 2.77787
N -0.65004 1.08010 1.70527
C -1.79934 1.79800 1.81957
C -1.76354 2.51970 2.98337
N -0.56914 2.24040 3.57267
H 2.24326 1.36660 4.73417
H 4.17826 -0.12710 4.16657
H 3.60116 -1.20450 1.76467
H -2.57504 1.75660 1.08137
H -2.48304 3.18570 3.41827
H -0.25394 2.63560 4.44737
F -1.28424 -0.88610 0.11907
B -4.01824 -0.65750 0.25857
F -4.01054 -1.82490 -0.29633
F -3.72344 0.39390 -0.47223
F -4.20954 -0.48520 1.52857
C -2.15334 3.79240 -3.13213
N -1.37264 3.02110 -2.19083
C -0.32254 3.58980 -1.37323
C 0.18686 2.36510 -0.65433
O 1.08776 2.22550 0.16577
N -0.53374 1.29490 -1.05603
C -1.42484 1.70270 -2.00553
N -2.16094 0.86610 -2.71213
H -2.07244 4.84650 -2.87723
H -3.20664 3.51670 -3.07633
H -1.79544 3.65190 -4.15533
H -0.69414 4.34830 -0.67923
H 0.45546 4.05560 -1.98503
H -2.14354 -0.11520 -2.46273
H -2.88284 1.20030 -3.33443
N 4.00476 -0.00990 -2.00373
C 3.23446 0.70330 -2.86293
C 1.97316 0.67080 -2.34933
N 1.96186 -0.04110 -1.17293
C 3.21676 -0.44190 -1.01293
H 5.00266 -0.15370 -2.09433
H 3.62136 1.16140 -3.75023
H 1.10126 1.11120 -2.78673
H 3.57286 -1.07600 -0.22763
*
```

The frontier orbital gap comes out at 7.011 eV. Its HOMO energy is -0.6283 Ha. For the LUMO energy, the calculation gives -10.086 eV.

Charge distribution, Mulliken scheme, values in e: Ti -0.47; C -0.91; O -0.08; C -0.65; C -0.90; O -0.03; C -0.65; C -0.76; O 0.07; C -0.97; H 0.39; H 0.35; H 0.18; H 0.20; H 0.70; H 0.56; H 0.42; H 0.65; H 0.26; H -0.04; H 0.73; H 0.32; H 0.34; H 0.35; N -0.01; C -1.10; C -0.49; N 1.19; C -0.34; C -0.17; N 2.29; C -0.87; C -1.20; N 0.01; H 0.22; H 0.47; H 0.53; H 0.51; H 0.46; H 0.21; F -0.44; B 0.45; F -0.19; F -0.08; F -0.15; C -1.07; N 0.03; C -0.62; C 0.35; O -0.60; N 1.93; C -0.87; N -0.09; H 0.39; H 0.40; H 0.34; H 0.45; H 0.42; H 0.08; H 0.28; N 0.02; C -1.02; C -0.60; N 1.07; C -0.94; H 0.29; H 0.46; H 0.48; H 0.49

***

| no. | maximum force (Eh/bohr) |
| --- | --- |
| 1 | 0.1303 |
| 2 | 0.0801 |
| 3 | 0.0804 |
| 4 | 0.1010 |
| 5 | 0.0195 |
| 6 | 0.0247 |